{
  "formula": "C3LiO6Y",
  "method": "ωB97M-V/def2-TZVPD",
  "elements": ["O", "C", "O", "C", "O", "O", "Li", "C", "O", "O", "Y"],
  "xyz": [[0.01, -2.35, -0.04], [0.06, -1.12, 0.22], [-0.98, -0.46, 0.53], [-2.10, 1.88, -0.76], [-1.56, 1.79, -1.80], [-2.77, 2.35, 0.07], [-1.85, -2.27, 0.63], [1.40, -0.40, 0.23], [2.43, -1.00, -0.20], [1.49, 0.75, 0.73], [3.88, 0.82, 0.39]],
  "lowdin_charge": [-0.04, -0.60, -0.07, -0.42, 0.18, 0.20, 0.85, -0.57, -0.12, -0.13, 1.71],
  "e_lumo_ev": [-5.14, -5.60],
  "de_lowest_kj_mol": 0.0,
  "charge": 1,
  "multiplicity": 2,
  "homo_lumo_gap_ev": [6.68, 7.63]
}

{
  "formula": "C3N3P",
  "method": "ωB97M-V/def2-TZVPD",
  "elements": ["C", "C", "C", "N", "N", "N", "P"],
  "xyz": [[-2.07, 2.02, 1.48], [1.12, -0.62, 0.56], [0.14, -0.68, -1.45], [-1.22, 1.58, 0.83], [1.42, -1.42, 1.35], [-0.25, -1.47, -2.20], [0.85, 0.59, -0.57]],
  "lowdin_charge": [-0.19, -0.56, -0.53, -0.14, 0.18, 0.17, 1.08],
  "e_lumo_ev": [-4.68, -4.09],
  "de_lowest_kj_mol": 343.4,
  "homo_lumo_gap_ev": [5.35, 7.44]
}

{
  "formula": "C3O2",
  "method": "ωB97M-V/def2-TZVPD",
  "elements": ["C", "C", "C", "O", "O"],
  "xyz": [[-0.13, 1.25, 0.98], [-0.57, 0.20, 0.16], [-0.16, -0.76, -0.38], [-0.10, -1.68, -0.86], [0.96, 0.98, 0.09]],
  "lowdin_charge": [0.09, -0.06, -0.37, 0.37, -0.04],
  "e_lumo_ev": [-1.30, -1.29],
  "de_lowest_kj_mol": 632.7,
  "homo_lumo_gap_ev": [9.09, 9.09]
}

{
  "formula": "C3O4S",
  "method": "ωB97M-V/def2-TZVPD",
  "elements": ["C", "C", "C", "O", "O", "O", "O", "S"],
  "xyz": [[-1.22, -1.17, -0.62], [0.78, 0.04, 0.39], [1.95, 0.38, 0.26], [3.11, 0.44, 0.06], [-1.81, 0.46, 1.04], [-0.95, 1.45, -1.03], [-1.15, -2.29, -0.26], [-0.71, 0.69, 0.16]],
  "lowdin_charge": [0.02, -0.19, -0.30, 0.16, -0.26, -0.26, 0.14, 0.68],
  "e_lumo_ev": -1.98,
  "de_lowest_kj_mol": 463.8,
  "homo_lumo_gap_ev": 8.44
}

{
  "formula": "C40H103BN5O29",
  "method": "ωB97M-V/def2-TZVPD",
  "elements": ["O", "C", "O", "B", "O", "C", "O", "O", "C", "O", "C", "O", "O", "C", "C", "C", "O", "C", "N", "H", "H", "H", "H", "H", "H", "H", "H", "H", "H", "H", "C", "C", "C", "O", "C", "N", "H", "H", "H", "H", "H", "H", "H", "H", "H", "H", "H", "C", "C", "C", "O", "C", "N", "H", "H", "H", "H", "H", "H", "H", "H", "H", "H", "H", "C", "C", "C", "O", "C", "N", "H", "H", "H", "H", "H", "H", "H", "H", "H", "H", "H", "C", "C", "C", "O", "C", "N", "H", "H", "H", "H", "H", "H", "H", "H", "H", "H", "H", "C", "C", "O", "O", "H", "H", "H", "H", "H", "H", "C", "C", "O", "O", "H", "H", "H", "H", "H", "H", "C", "C", "O", "O", "H", "H", "H", "H", "H", "H", "C", "C", "O", "O", "H", "H", "H", "H", "H", "H", "C", "C", "O", "O", "H", "H", "H", "H", "H", "H", "C", "C", "O", "O", "H", "H", "H", "H", "H", "H", "C", "C", "O", "O", "H", "H", "H", "H", "H", "H", "C", "C", "O", "O", "H", "H", "H", "H", "H", "H"],
  "xyz": [[1.14, -0.32, -3.10], [0.70, -0.32, -1.98], [0.79, -1.29, -1.11], [0.10, -0.86, 0.15], [-0.37, 0.49, -0.10], [-0.11, 0.81, -1.36], [-0.31, 1.86, -1.91], [1.12, -0.88, 1.21], [0.79, -1.80, 2.08], [1.41, -2.13, 3.05], [-0.54, -2.45, 1.65], [-0.92, -1.85, 0.54], [-1.17, -3.32, 2.19], [-3.01, -0.07, -5.85], [-1.98, 0.80, -5.12], [-1.16, 1.56, -6.17], [-0.25, 0.76, -6.85], [0.84, 0.38, -6.04], [-2.66, 1.63, -4.12], [-3.46, -0.83, -5.20], [-2.50, -0.52, -6.71], [-3.89, 0.45, -6.22], [-1.29, 0.12, -4.62], [-0.69, 2.44, -5.71], [-1.86, 2.13, -6.80], [0.61, -0.57, -5.54], [1.00, 1.09, -5.22], [1.75, 0.23, -6.62], [-3.26, 1.16, -3.44], [-3.40, 2.16, -4.60], [4.72, 1.30, 5.39], [5.33, -0.09, 5.26], [4.38, -1.11, 4.63], [4.91, -2.40, 4.79], [4.06, -3.41, 4.22], [6.65, -0.01, 4.61], [4.42, 1.71, 4.44], [5.45, 1.90, 5.94], [3.87, 1.24, 6.08], [5.58, -0.52, 6.24], [4.04, -0.85, 3.62], [3.47, -1.05, 5.25], [4.11, -3.31, 3.14], [3.07, -3.17, 4.62], [4.43, -4.36, 4.59], [6.96, -0.97, 4.49], [6.50, 0.32, 3.66], [0.79, 4.27, 1.23], [-0.20, 5.09, 0.42], [0.51, 5.79, -0.73], [-0.38, 6.45, -1.59], [0.30, 7.07, -2.64], [-1.30, 4.26, -0.12], [1.59, 4.93, 1.59], [1.26, 3.45, 0.68], [0.36, 3.83, 2.13], [-0.67, 5.82, 1.09], [1.04, 4.96, -1.21], [1.20, 6.55, -0.34], [-0.38, 7.54, -3.34], [0.82, 6.30, -3.22], [1.05, 7.80, -2.29], [-0.84, 3.57, -0.71], [-1.55, 3.64, 0.66], [-2.64, -1.24, 4.16], [-3.43, -0.34, 5.10], [-3.27, 1.16, 5.01], [-3.91, 1.78, 6.09], [-3.81, 3.19, 6.07], [-4.87, -0.64, 4.95], [-1.59, -0.94, 4.09], [-3.05, -1.25, 3.15], [-2.75, -2.28, 4.47], [-3.19, -0.72, 6.10], [-3.56, 1.59, 4.05], [-2.18, 1.29, 5.07], [-2.81, 3.60, 5.96], [-4.18, 3.59, 7.01], [-4.46, 3.54, 5.26], [-5.13, -1.61, 5.07], [-5.40, -0.20, 5.70], [5.76, -0.85, -1.52], [4.55, -1.58, -0.88], [5.05, -3.00, -0.54], [4.41, -3.49, 0.64], [3.09, -3.96, 0.37], [4.26, -0.81, 0.34], [5.54, 0.17, -1.84], [6.16, -1.37, -2.40], [6.55, -0.74, -0.78], [3.72, -1.51, -1.58], [6.13, -3.03, -0.37], [4.92, -3.75, -1.34], [2.67, -4.00, 1.37], [3.16, -5.01, 0.04], [2.56, -3.40, -0.41], [5.13, -0.58, 0.82], [3.86, -1.51, 0.97], [2.44, 2.99, -3.57], [3.61, 3.90, -3.21], [3.47, 4.47, -1.92], [1.21, 3.68, -3.69], [2.34, 2.30, -2.72], [2.64, 2.34, -4.43], [3.63, 4.75, -3.89], [4.58, 3.41, -3.34], [3.58, 3.75, -1.28], [0.60, 3.25, -3.08], [-5.48, -3.00, 0.95], [-4.59, -4.10, 0.41], [-3.23, -3.74, 0.56], [-5.05, -2.69, 2.27], [-6.52, -3.32, 0.97], [-5.39, -2.13, 0.30], [-4.76, -4.35, -0.64], [-4.76, -5.06, 0.90], [-2.96, -3.30, 1.38], [-5.81, -2.47, 2.82], [-1.39, -3.71, -2.30], [-2.34, -2.59, -2.66], [-2.97, -2.85, -3.93], [-2.07, -4.90, -1.87], [-0.75, -3.37, -1.48], [-0.68, -3.93, -3.10], [-1.70, -1.73, -2.87], [-3.10, -2.45, -1.89], [-2.96, -3.81, -4.04], [-2.48, -4.64, -1.03], [-4.91, 1.42, 1.25], [-3.60, 0.95, 0.66], [-3.76, 0.02, -0.37], [-5.73, 0.34, 1.66], [-5.49, 2.08, 0.59], [-4.76, 2.16, 2.05], [-2.98, 0.57, 1.48], [-3.05, 1.86, 0.39], [-2.98, -0.50, -0.57], [-5.17, -0.36, 2.00], [-3.00, 5.90, -4.46], [-1.80, 4.97, -4.35], [-1.84, 4.17, -3.17], [-2.88, 6.87, -3.44], [-3.96, 5.37, -4.45], [-2.97, 6.33, -5.48], [-0.84, 5.46, -4.48], [-1.86, 4.22, -5.16], [-2.02, 3.25, -3.47], [-3.38, 7.66, -3.67], [0.89, 0.96, 4.21], [0.66, 2.06, 5.21], [-0.07, 3.12, 4.60], [1.92, 1.31, 3.29], [-0.06, 0.73, 3.70], [1.20, 0.03, 4.72], [1.67, 2.45, 5.40], [0.27, 1.71, 6.17], [-0.17, 3.83, 5.24], [1.78, 0.74, 2.52], [3.38, -3.55, -5.76], [3.16, -2.80, -4.48], [1.81, -2.82, -4.08], [2.90, -2.76, -6.86], [2.84, -4.50, -5.80], [4.43, -3.81, -5.90], [3.59, -1.80, -4.61], [3.76, -3.26, -3.68], [1.56, -1.94, -3.71], [2.02, -3.08, -7.09], [-1.76, -6.64, 2.35], [-0.25, -6.78, 2.46], [0.22, -7.62, 3.50], [-2.31, -5.80, 3.38], [-2.28, -7.59, 2.53], [-2.02, -6.27, 1.35], [0.21, -5.79, 2.60], [0.09, -7.10, 1.47], [0.25, -7.09, 4.30], [-2.10, -4.90, 3.10]],
  "lowdin_charge": [0.13, -0.37, 0.23, -0.90, 0.26, -0.34, 0.16, 0.22, -0.39, 0.14, -0.34, 0.23, 0.13, -0.06, -0.39, -0.23, -0.15, -0.09, 0.05, 0.06, 0.08, 0.08, 0.12, 0.11, 0.13, 0.07, 0.06, 0.09, 0.10, 0.09, -0.06, -0.44, -0.23, -0.20, -0.07, 0.03, 0.07, 0.07, 0.07, 0.14, 0.12, 0.12, 0.07, 0.07, 0.09, 0.06, 0.06, -0.07, -0.42, -0.22, -0.16, -0.13, 0.06, 0.08, 0.07, 0.06, 0.13, 0.11, 0.13, 0.07, 0.08, 0.08, 0.03, 0.05, -0.05, -0.41, -0.21, -0.17, -0.11, 0.04, 0.07, 0.06, 0.09, 0.14, 0.12, 0.11, 0.08, 0.09, 0.09, 0.07, 0.07, -0.07, -0.40, -0.18, -0.23, -0.08, 0.06, 0.07, 0.07, 0.07, 0.12, 0.12, 0.12, 0.08, 0.09, 0.09, 0.07, 0.05, -0.24, -0.24, -0.07, -0.07, 0.11, 0.11, 0.12, 0.11, 0.09, 0.04, -0.22, -0.22, -0.10, -0.07, 0.13, 0.11, 0.12, 0.12, 0.06, 0.08, -0.22, -0.20, -0.08, -0.07, 0.10, 0.12, 0.11, 0.11, 0.08, 0.04, -0.24, -0.26, -0.03, -0.07, 0.12, 0.10, 0.11, 0.11, 0.06, 0.04, -0.25, -0.25, -0.10, -0.05, 0.11, 0.11, 0.10, 0.09, 0.02, 0.08, -0.25, -0.24, -0.07, -0.05, 0.11, 0.11, 0.11, 0.12, 0.08, 0.06, -0.24, -0.27, -0.07, -0.07, 0.12, 0.11, 0.13, 0.10, 0.03, 0.08, -0.23, -0.26, -0.06, -0.08, 0.12, 0.11, 0.11, 0.12, 0.08, 0.04],
  "e_lumo_ev": 1.82,
  "charge": -1,
  "homo_lumo_gap_ev": 8.37
}

{
  "formula": "C40H107N9O11",
  "method": "ωB97M-V/def2-TZVPD",
  "elements": ["C", "O", "C", "C", "C", "N", "H", "H", "H", "H", "H", "H", "H", "H", "H", "H", "H", "C", "O", "C", "C", "C", "N", "H", "H", "H", "H", "H", "H", "H", "H", "H", "H", "H", "C", "O", "C", "C", "C", "N", "H", "H", "H", "H", "H", "H", "H", "H", "H", "H", "H", "C", "O", "C", "C", "C", "N", "H", "H", "H", "H", "H", "H", "H", "H", "H", "H", "H", "C", "O", "C", "C", "C", "N", "H", "H", "H", "H", "H", "H", "H", "H", "H", "H", "H", "C", "O", "C", "C", "C", "N", "H", "H", "H", "H", "H", "H", "H", "H", "H", "H", "H", "C", "O", "C", "C", "C", "N", "H", "H", "H", "H", "H", "H", "H", "H", "H", "H", "H", "C", "O", "C", "C", "N", "C", "C", "O", "C", "H", "H", "H", "H", "H", "H", "H", "H", "H", "H", "H", "H", "H", "H", "H", "C", "O", "C", "C", "N", "C", "C", "O", "C", "H", "H", "H", "H", "H", "H", "H", "H", "H", "H", "H", "H", "H", "H", "H"],
  "xyz": [[-1.04, 5.82, 9.48], [-0.35, 5.13, 8.45], [0.05, 6.03, 7.42], [0.85, 5.27, 6.39], [1.53, 6.17, 5.38], [-0.04, 4.25, 5.75], [-0.33, 6.45, 10.02], [-1.46, 5.08, 10.16], [-1.87, 6.41, 9.06], [-0.87, 6.43, 6.97], [0.68, 6.85, 7.79], [1.59, 4.68, 6.94], [2.26, 6.80, 5.88], [0.78, 6.81, 4.91], [2.01, 5.61, 4.57], [0.48, 3.41, 5.51], [-0.73, 3.98, 6.45], [-0.97, 1.87, 1.53], [-1.32, 0.91, 0.56], [-0.58, 1.10, -0.60], [-1.17, 0.24, -1.68], [-1.00, -1.24, -1.39], [-0.52, 0.57, -2.96], [-1.28, 2.87, 1.19], [0.11, 1.86, 1.73], [-1.45, 1.61, 2.47], [-0.61, 2.14, -0.96], [0.47, 0.83, -0.41], [-2.24, 0.49, -1.68], [-1.32, -1.50, -0.37], [0.07, -1.47, -1.39], [-1.55, -1.83, -2.12], [-1.06, 0.16, -3.71], [-0.59, 1.58, -3.06], [1.41, -1.14, 4.67], [2.22, -0.12, 5.24], [3.59, -0.25, 4.97], [4.33, 0.91, 5.59], [3.84, 2.21, 4.99], [5.78, 0.82, 5.32], [1.89, -2.12, 4.80], [1.21, -0.93, 3.62], [0.49, -1.19, 5.24], [4.01, -1.24, 5.22], [3.77, -0.21, 3.87], [4.27, 0.88, 6.68], [3.41, 2.04, 4.01], [4.63, 2.95, 5.02], [2.98, 2.54, 5.58], [5.97, 0.89, 4.32], [6.17, -0.08, 5.58], [-2.66, -5.12, -0.37], [-2.37, -3.99, -1.15], [-3.50, -3.39, -1.75], [-4.04, -4.16, -2.95], [-3.00, -4.25, -4.06], [-5.34, -3.61, -3.36], [-1.69, -5.49, -0.03], [-3.20, -5.90, -0.91], [-3.29, -4.90, 0.51], [-4.32, -3.25, -1.03], [-3.13, -2.43, -2.13], [-4.31, -5.18, -2.64], [-2.96, -5.17, -4.65], [-1.99, -4.15, -3.64], [-3.06, -3.39, -4.74], [-5.67, -4.12, -4.17], [-5.22, -2.66, -3.71], [-2.55, 2.89, -3.40], [-1.25, 3.36, -3.69], [-0.90, 3.35, -5.04], [-1.73, 4.29, -5.90], [-1.28, 4.38, -7.35], [-1.66, 5.61, -5.27], [-2.71, 1.84, -3.66], [-3.33, 3.50, -3.86], [-2.67, 2.98, -2.32], [0.15, 3.64, -5.17], [-0.90, 2.33, -5.45], [-2.77, 3.92, -5.92], [-0.26, 4.76, -7.44], [-1.95, 5.08, -7.85], [-1.35, 3.43, -7.88], [-1.88, 5.54, -4.29], [-2.19, 6.33, -5.73], [-4.25, -0.10, 0.23], [-5.62, 0.17, 0.41], [-6.11, 0.96, -0.62], [-7.54, 1.38, -0.29], [-8.58, 0.46, -0.94], [-7.79, 2.78, -0.61], [-3.80, -0.55, 1.11], [-3.70, 0.83, 0.03], [-4.06, -0.77, -0.62], [-5.56, 1.91, -0.73], [-6.03, 0.45, -1.59], [-7.59, 1.19, 0.79], [-8.38, -0.56, -0.61], [-8.43, 0.45, -2.02], [-9.59, 0.76, -0.66], [-8.75, 3.02, -0.36], [-7.20, 3.37, -0.03], [3.88, -3.01, -1.54], [3.47, -2.49, -2.79], [2.47, -3.25, -3.41], [2.08, -2.62, -4.76], [3.28, -2.72, -5.72], [1.62, -1.23, -4.69], [3.20, -2.80, -0.70], [4.76, -2.43, -1.22], [4.10, -4.08, -1.58], [2.84, -4.27, -3.59], [1.52, -3.34, -2.85], [1.29, -3.22, -5.23], [4.10, -2.09, -5.39], [2.96, -2.59, -6.75], [3.62, -3.76, -5.66], [2.35, -0.70, -4.22], [0.78, -1.16, -4.13], [3.93, -0.26, 0.66], [3.73, 1.01, 1.21], [4.16, 1.99, 0.29], [3.67, 3.37, 0.63], [3.91, 3.74, 2.00], [3.91, 5.18, 2.23], [4.64, 5.62, 3.46], [6.01, 5.70, 3.12], [6.85, 5.74, 4.25], [4.95, -0.46, 0.32], [3.20, -0.45, -0.15], [3.71, -1.02, 1.42], [3.79, 1.74, -0.71], [5.26, 1.96, 0.31], [2.60, 3.48, 0.42], [4.23, 4.05, -0.04], [4.75, 3.29, 2.36], [2.85, 5.48, 2.28], [4.29, 5.69, 1.33], [4.54, 5.00, 4.36], [4.23, 6.60, 3.75], [7.82, 6.11, 3.93], [6.97, 4.73, 4.68], [6.42, 6.32, 5.08], [0.70, -4.03, 1.21], [0.78, -5.32, 0.67], [1.66, -5.41, -0.42], [1.35, -6.67, -1.19], [0.12, -6.54, -1.95], [-0.33, -7.74, -2.58], [-1.49, -7.43, -3.53], [-1.90, -8.55, -4.26], [-2.75, -9.40, -3.54], [0.55, -3.29, 0.43], [1.63, -3.78, 1.76], [-0.10, -4.01, 1.95], [2.70, -5.44, -0.09], [1.50, -4.57, -1.11], [1.26, -7.47, -0.41], [2.19, -7.04, -1.79], [-0.56, -5.99, -1.45], [-0.61, -8.53, -1.86], [0.48, -8.17, -3.18], [-1.18, -6.63, -4.20], [-2.32, -7.00, -2.95], [-3.20, -10.17, -4.16], [-3.59, -8.88, -3.06], [-2.20, -9.96, -2.77]],
  "lowdin_charge": [-0.11, -0.20, -0.23, -0.44, -0.06, 0.05, 0.09, 0.09, 0.09, 0.13, 0.13, 0.13, 0.08, 0.09, 0.05, 0.06, 0.06, -0.09, -0.20, -0.23, -0.43, -0.05, 0.07, 0.09, 0.08, 0.09, 0.13, 0.13, 0.12, 0.08, 0.08, 0.05, 0.08, 0.04, -0.10, -0.18, -0.24, -0.42, -0.06, 0.03, 0.09, 0.09, 0.09, 0.12, 0.11, 0.14, 0.07, 0.06, 0.07, 0.07, 0.06, -0.10, -0.19, -0.22, -0.43, -0.06, 0.03, 0.07, 0.08, 0.10, 0.13, 0.09, 0.12, 0.07, 0.07, 0.08, 0.07, 0.07, -0.11, -0.21, -0.22, -0.46, -0.06, 0.05, 0.09, 0.09, 0.09, 0.14, 0.13, 0.12, 0.08, 0.08, 0.08, 0.06, 0.07, -0.10, -0.16, -0.24, -0.45, -0.06, 0.03, 0.10, 0.07, 0.07, 0.12, 0.13, 0.14, 0.08, 0.08, 0.07, 0.07, 0.07, -0.11, -0.17, -0.23, -0.42, -0.07, 0.05, 0.07, 0.08, 0.09, 0.12, 0.11, 0.13, 0.08, 0.07, 0.07, 0.07, 0.03, -0.14, -0.20, -0.22, -0.22, -0.06, -0.21, -0.24, -0.19, -0.12, 0.09, 0.08, 0.08, 0.13, 0.13, 0.12, 0.12, 0.11, 0.12, 0.12, 0.10, 0.12, 0.09, 0.09, 0.09, -0.11, -0.19, -0.24, -0.21, -0.05, -0.22, -0.24, -0.17, -0.12, 0.08, 0.09, 0.09, 0.12, 0.09, 0.13, 0.12, 0.08, 0.12, 0.13, 0.12, 0.11, 0.09, 0.09, 0.08],
  "e_lumo_ev": 0.54,
  "de_lowest_kj_mol": 0.0,
  "smiles": "COC[C@H](C)N.COC[C@H](C)N.COC[C@H](C)N.COC[C@H](C)N.COC[C@H](C)N.COC[C@H](C)N.COC[C@H](C)N.COCCNCCOC.COCCNCCOC",
  "homo_lumo_gap_ev": 9.11
}

> What is the formula in the second record?

C3N3P

Copy entry 1 word for word.
{
  "formula": "C3LiO6Y",
  "method": "ωB97M-V/def2-TZVPD",
  "elements": ["O", "C", "O", "C", "O", "O", "Li", "C", "O", "O", "Y"],
  "xyz": [[0.01, -2.35, -0.04], [0.06, -1.12, 0.22], [-0.98, -0.46, 0.53], [-2.10, 1.88, -0.76], [-1.56, 1.79, -1.80], [-2.77, 2.35, 0.07], [-1.85, -2.27, 0.63], [1.40, -0.40, 0.23], [2.43, -1.00, -0.20], [1.49, 0.75, 0.73], [3.88, 0.82, 0.39]],
  "lowdin_charge": [-0.04, -0.60, -0.07, -0.42, 0.18, 0.20, 0.85, -0.57, -0.12, -0.13, 1.71],
  "e_lumo_ev": [-5.14, -5.60],
  "de_lowest_kj_mol": 0.0,
  "charge": 1,
  "multiplicity": 2,
  "homo_lumo_gap_ev": [6.68, 7.63]
}